Record 1
A molecular structure, C2H12ClN2Pt in a non-equilibrium geometry, computed with wB97M-V/def2-TZVPD.

Structure (XYZ):
```
18
Properties=species:S:1:pos:R:3:forces:R:3
C 0.2751 1.3332 1.4944 -1.46 2.72 2.59
Pt 0.2520 0.0762 -0.0928 1.20 -0.26 -2.16
N -0.6262 -1.4890 -1.4819 -0.54 0.24 0.40
N -1.0109 1.6106 -1.0211 -1.49 1.25 -0.49
H -1.3613 -1.9680 -0.9472 0.25 0.09 -0.90
H 1.5772 0.5817 -0.6919 2.24 1.05 -1.89
H 1.2114 1.1167 2.0557 -0.74 -0.43 -0.21
H -0.7000 1.1015 1.9945 1.11 0.38 0.40
H 0.3201 2.4261 1.2531 -0.27 -0.86 0.00
H -2.0143 1.3951 -1.1364 0.57 0.20 -0.06
H -0.6036 1.8259 -1.9385 -0.25 -0.11 0.33
H -0.9608 2.4809 -0.4666 -0.01 -0.61 -0.32
H -0.9197 -1.0031 -2.3422 0.14 -1.01 0.53
H 0.2067 -2.0881 -1.5638 -0.80 0.30 -0.43
Cl 0.0274 -2.8890 1.2091 0.35 0.04 -0.08
C 1.0661 -1.4694 1.0472 -0.30 -4.06 3.58
H 1.2905 -1.2327 2.0955 -0.07 0.59 -0.48
H 1.9702 -1.8086 0.5328 0.06 0.48 -0.83
```
Positions in Å, forces in eV/Å.

- E_tot: -21003.25966 eV
- Highest occupied orbital energy (spin up / spin down): -9.747 / -14.678 eV
- Energy relative to the best compared isomer or geometry (same formula, charge and spin): 0.0 kcal/mol
- Expectation value of S²: 6.008
- Charge: +1
- Multiplicity: 5
- LUMO level (spin up / spin down): -3.33 / -7.92 eV
- Max |F|: 5.42 eV/Å
- HOMO-LUMO gap (spin up / spin down): 6.412 / 6.757 eV

The net atomic charges from Löwdin, expressed in e, are: number 1, C, carries -0.331; number 2, Pt, carries 1.104; number 3, N, carries -0.058; number 4, N, carries -0.058; number 5, H, carries 0.043; number 6, H, carries -0.088; number 7, H, carries 0.030; number 8, H, carries 0.030; number 9, H, carries 0.015; number 10, H, carries 0.085; number 11, H, carries 0.076; number 12, H, carries 0.068; number 13, H, carries 0.074; number 14, H, carries 0.060; number 15, Cl, carries 0.606; number 16, C, carries -0.719; number 17, H, carries 0.020; number 18, H, carries 0.043



Record 2
A single C2H8NO3P molecule in a non-equilibrium geometry, computed with wB97M-V/def2-TZVPD.

Structure (XYZ):
```
15
Properties=species:S:1:pos:R:3:forces:R:3
C 1.2411 -1.8014 -0.1453 0.64 3.89 -1.29
O -0.1416 -1.7008 -0.3071 -2.34 2.19 0.59
P -0.7463 -0.1763 0.3022 4.01 -2.47 0.53
N -0.3640 0.1583 1.7749 0.00 0.46 -2.14
O -2.2434 -0.2197 -0.0923 -1.21 -1.04 -1.04
O 0.0575 0.6735 -0.7878 0.17 0.52 0.70
C 0.1605 2.0944 -0.5405 -2.46 0.67 -2.86
H 1.8487 -1.1371 -0.8303 -0.95 -0.74 -0.12
H 1.5962 -2.7393 -0.2356 0.69 -3.36 -0.28
H 1.5310 -1.3689 0.7584 0.39 0.20 2.10
H -0.9381 -0.2553 2.4736 -0.50 -0.25 0.58
H -2.3712 -0.8937 -0.7977 -0.15 0.56 0.38
H -0.8428 2.3566 -0.1411 0.75 0.62 -0.24
H 0.3139 2.6360 -1.5799 -0.24 -1.24 2.17
H 0.8982 2.3736 0.1485 1.20 0.00 0.93
```
Positions in Å, forces in eV/Å.

- SMILES: COP(=N)(O)OC
- E_tot: -19125.73725 eV
- Highest occupied orbital energy: -9.610 eV
- Energy relative to the best compared isomer or geometry (same formula, charge and spin): 6.2 kcal/mol
- Multiplicity: 1
- LUMO level: 0.60 eV
- Max |F|: 4.73 eV/Å
- HOMO-LUMO gap: 10.213 eV

The net atomic charges from Löwdin, expressed in e, are: number 1, C, carries -0.179; number 2, O, carries -0.261; number 3, P, carries 0.458; number 4, N, carries -0.111; number 5, O, carries -0.092; number 6, O, carries -0.271; number 7, C, carries -0.100; number 8, H, carries 0.103; number 9, H, carries 0.046; number 10, H, carries 0.047; number 11, H, carries -0.019; number 12, H, carries 0.113; number 13, H, carries 0.080; number 14, H, carries 0.128; number 15, H, carries 0.057



Record 3
A single CH2N2O3S molecule in a non-equilibrium geometry, computed with wB97M-V/def2-TZVPD.

Structure (XYZ):
```
9
Properties=species:S:1:pos:R:3:forces:R:3
N -2.6767 0.8152 -2.5041 -2.62 -0.94 -2.42
C -1.8232 1.0453 -1.8135 2.61 0.76 3.55
S -0.7229 1.7907 -0.6075 1.00 0.86 -0.14
O 0.3368 2.2056 -1.5102 -0.50 -1.05 1.48
O -1.4440 2.8113 0.1143 0.46 -1.61 -0.22
N 0.0098 0.4213 0.6291 -1.74 0.00 -1.83
O 0.2815 -0.7041 -0.2101 -0.61 0.44 0.51
H -0.8020 0.0177 1.2175 1.20 1.11 -1.24
H 1.1055 -0.5436 -0.6879 0.19 0.43 0.31
```
Positions in Å, forces in eV/Å.

- SMILES: N#CS(=O)(=O)NO
- E_tot: -21022.60916 eV
- Highest occupied orbital energy: -11.183 eV
- Energy relative to the best compared isomer or geometry (same formula, charge and spin): 88.0 kcal/mol
- Multiplicity: 1
- LUMO level: -0.66 eV
- Max |F|: 4.47 eV/Å
- HOMO-LUMO gap: 10.518 eV

The net atomic charges from Löwdin, expressed in e, are: number 1, N, carries 0.149; number 2, C, carries -0.279; number 3, S, carries 0.710; number 4, O, carries -0.311; number 5, O, carries -0.294; number 6, N, carries -0.083; number 7, O, carries -0.127; number 8, H, carries 0.135; number 9, H, carries 0.099



Record 4
A molecular structure, C37H49GeN6SY in a non-equilibrium geometry, computed with wB97M-V/def2-TZVPD.

Structure (XYZ):
```
95
Properties=species:S:1:pos:R:3:forces:R:3
Y -0.0663 0.1293 0.3208 -0.08 -2.12 0.69
C 0.5579 -2.4606 3.0008 0.06 0.06 0.00
C 1.1193 -1.1148 3.4354 -0.26 0.09 0.12
N 0.5082 0.1068 2.8076 -0.02 -0.01 -0.30
C -0.5915 0.6509 3.6425 0.26 0.17 0.15
C -1.8842 -0.0539 3.4100 -0.21 0.00 0.04
N -2.3085 0.0428 1.9974 0.19 0.13 -0.19
C -3.5278 -0.7989 1.8800 0.03 0.03 0.07
C -4.2095 -0.8111 0.5246 -0.17 -0.03 -0.01
C -3.3715 -0.4338 -0.6712 0.07 0.00 -0.18
N -2.0345 -1.0826 -0.7919 0.24 0.28 0.15
C -2.0219 -2.5619 -0.6577 -0.21 0.01 -0.05
C -1.2315 -3.0075 0.5468 0.09 -0.02 -0.08
N 0.1080 -2.3854 0.5153 0.26 0.24 0.26
C 0.9796 -2.9070 1.6108 -0.08 -0.12 -0.10
H -0.5249 -2.4994 3.1130 0.02 -0.06 0.02
H 0.9408 -3.1996 3.7075 0.02 0.03 0.01
H 2.1797 -1.0903 3.2092 0.04 0.00 0.02
H 1.0089 -1.0186 4.5175 0.00 0.02 0.01
H 1.2367 0.8233 2.8395 0.09 -0.08 0.04
H -0.6961 1.7080 3.4108 -0.04 -0.02 0.01
H -0.3321 0.5803 4.7016 0.06 0.03 0.01
H -2.6391 0.3713 4.0773 -0.06 0.00 -0.03
H -1.8141 -1.1093 3.6658 0.00 -0.02 0.01
H -2.5972 1.0119 1.8529 -0.01 0.03 0.05
H -4.2552 -0.4779 2.6289 0.03 0.00 0.08
H -3.2390 -1.8057 2.1730 0.00 -0.04 -0.02
H -5.0538 -0.1188 0.5168 0.00 0.00 0.03
H -4.6557 -1.7971 0.3871 -0.02 0.03 -0.04
H -3.1814 0.6399 -0.6783 -0.02 0.03 0.01
H -3.9641 -0.6515 -1.5628 0.04 0.02 -0.07
H -1.7652 -0.8782 -1.7449 0.02 -0.12 -0.08
H -1.5807 -2.9917 -1.5569 0.00 -0.02 -0.02
H -3.0359 -2.9560 -0.5936 -0.02 0.02 -0.05
H -1.1530 -4.0980 0.5480 0.01 -0.02 0.03
H -1.7260 -2.7132 1.4656 0.00 0.00 0.03
H 0.5519 -2.6963 -0.3474 0.01 0.09 -0.09
H 1.9908 -2.5620 1.4044 0.05 -0.02 -0.01
H 0.9863 -3.9979 1.5621 -0.07 -0.03 -0.03
C 0.8481 1.0747 -2.7513 -0.11 0.10 0.11
C 2.1580 0.7049 -2.4569 -0.02 -0.05 -0.04
C 2.4988 -0.6390 -2.3752 0.01 0.03 -0.07
C 1.5396 -1.6204 -2.5928 0.02 -0.02 0.00
C 0.2349 -1.2574 -2.9024 0.05 0.01 -0.16
C -0.1140 0.0898 -2.9761 -0.03 0.03 -0.05
H 0.5939 2.1190 -2.8873 0.03 0.00 0.04
H 2.9214 1.4629 -2.3480 -0.02 0.00 0.05
H 3.5177 -0.9206 -2.1631 0.01 -0.02 0.03
H 1.8250 -2.6665 -2.5833 0.00 0.01 -0.01
H -0.4848 -2.0194 -3.1767 -0.01 -0.01 0.01
H -1.1071 0.3763 -3.3097 0.02 0.04 0.01
S 3.0157 0.0209 1.0603 -0.02 0.22 -0.24
C 4.4465 -0.9105 0.8149 0.04 0.06 -0.26
N 5.2554 -1.0528 1.9018 0.02 0.09 0.22
C 6.4402 -1.6985 1.8783 -0.07 0.08 0.14
C 6.8614 -2.2493 0.7087 0.08 -0.05 -0.06
C 6.0088 -2.0885 -0.3834 -0.19 0.05 -0.15
N 4.8435 -1.4473 -0.3390 -0.03 -0.08 0.15
H 4.9490 -0.6066 2.7580 0.01 -0.02 0.01
H 6.9900 -1.7406 2.8086 0.00 0.03 -0.01
H 7.8026 -2.7727 0.6359 -0.02 0.00 -0.02
H 6.2855 -2.4972 -1.3489 -0.02 0.00 -0.01
C -2.3667 3.1834 -1.1708 -0.10 -0.16 -0.17
Ge -0.7656 3.0030 -0.0719 -0.17 1.02 -0.51
C 0.6364 4.1007 -0.8176 0.35 0.01 -0.24
C 0.2536 5.3706 -1.2586 0.13 -0.05 -0.06
C 1.1974 6.2259 -1.8171 -0.03 -0.04 0.03
C 2.5141 5.8136 -1.9647 -0.03 0.01 0.01
C 2.9057 4.5601 -1.5129 -0.03 -0.05 -0.01
C 1.9712 3.7102 -0.9391 -0.02 0.16 0.05
C -1.1590 3.5363 1.7099 -0.10 -0.12 0.74
C -2.4910 3.7641 2.0462 0.27 -0.06 -0.03
C -2.8350 4.3620 3.2654 0.03 0.00 0.12
C -1.8478 4.6859 4.1634 -0.04 0.00 0.00
C -0.4805 4.4290 3.8904 -0.11 0.07 0.06
C 0.5219 4.7589 4.8344 -0.04 0.02 0.02
C 1.8317 4.4607 4.5910 0.08 -0.01 -0.05
C 2.1934 3.8271 3.3834 -0.03 -0.03 0.06
C 1.2411 3.5127 2.4487 0.02 -0.09 0.05
C -0.1211 3.8174 2.6654 -0.16 0.13 -0.16
H -2.6053 4.2478 -1.2100 0.01 0.00 -0.01
H -3.2369 2.6576 -0.7854 -0.03 0.06 0.00
H -2.1695 2.8454 -2.1882 -0.03 0.02 0.00
H -0.7706 5.7140 -1.1649 0.02 -0.01 -0.01
H 0.9009 7.2164 -2.1356 -0.01 -0.02 -0.03
H 3.2362 6.4701 -2.4314 0.00 0.02 0.05
H 3.9384 4.2481 -1.6122 -0.02 0.01 0.02
H 2.3019 2.7441 -0.5686 -0.01 -0.02 -0.02
H -3.2808 3.5357 1.3391 0.00 0.02 -0.01
H -3.8703 4.5798 3.4902 0.00 -0.01 -0.01
H -2.1105 5.1362 5.1139 0.02 0.03 -0.03
H 0.2352 5.2690 5.7463 -0.01 -0.06 0.00
H 2.5922 4.7165 5.3165 0.00 0.01 -0.03
H 3.2350 3.6062 3.1852 -0.02 -0.01 0.01
H 1.5488 3.0327 1.5247 0.01 0.05 -0.01
```
Positions in Å, forces in eV/Å.

- E_tot: -116477.55772 eV
- Highest occupied orbital energy (spin up / spin down): -15.318 / -15.492 eV
- Energy relative to the best compared isomer or geometry (same formula, charge and spin): 37.6 kcal/mol
- Expectation value of S²: 0.762
- Charge: +3
- Multiplicity: 2
- LUMO level (spin up / spin down): -8.14 / -10.18 eV
- Max |F|: 2.23 eV/Å
- HOMO-LUMO gap (spin up / spin down): 7.181 / 5.309 eV

The net atomic charges from Löwdin, expressed in e, are: number 1, Y, carries 1.488; number 2, C, carries -0.151; number 3, C, carries -0.207; number 4, N, carries -0.152; number 5, C, carries -0.182; number 6, C, carries -0.193; number 7, N, carries -0.074; number 8, C, carries -0.190; number 9, C, carries -0.149; number 10, C, carries -0.187; number 11, N, carries -0.127; number 12, C, carries -0.153; number 13, C, carries -0.179; number 14, N, carries -0.126; number 15, C, carries -0.190; number 16, H, carries 0.092; number 17, H, carries 0.138; number 18, H, carries 0.056; number 19, H, carries 0.130; number 20, H, carries 0.048; number 21, H, carries 0.092; number 22, H, carries 0.142; number 23, H, carries 0.146; number 24, H, carries 0.112; number 25, H, carries 0.093; number 26, H, carries 0.137; number 27, H, carries 0.105; number 28, H, carries 0.132; number 29, H, carries 0.123; number 30, H, carries 0.077; number 31, H, carries 0.142; number 32, H, carries 0.044; number 33, H, carries 0.119; number 34, H, carries 0.136; number 35, H, carries 0.148; number 36, H, carries 0.087; number 37, H, carries 0.101; number 38, H, carries 0.082; number 39, H, carries 0.133; number 40, C, carries -0.106; number 41, C, carries -0.087; number 42, C, carries -0.083; number 43, C, carries -0.071; number 44, C, carries -0.112; number 45, C, carries -0.127; number 46, H, carries 0.110; number 47, H, carries 0.113; number 48, H, carries 0.085; number 49, H, carries 0.125; number 50, H, carries 0.117; number 51, H, carries 0.123; number 52, S, carries 0.646; number 53, C, carries -0.731; number 54, N, carries 0.084; number 55, C, carries 0.002; number 56, C, carries 0.012; number 57, C, carries -0.041; number 58, N, carries 0.085; number 59, H, carries 0.150; number 60, H, carries 0.155; number 61, H, carries 0.134; number 62, H, carries 0.137; number 63, C, carries -0.216; number 64, Ge, carries 0.907; number 65, C, carries -0.346; number 66, C, carries -0.085; number 67, C, carries -0.043; number 68, C, carries -0.044; number 69, C, carries -0.058; number 70, C, carries -0.164; number 71, C, carries -0.297; number 72, C, carries -0.094; number 73, C, carries -0.034; number 74, C, carries 0.029; number 75, C, carries -0.155; number 76, C, carries 0.006; number 77, C, carries -0.036; number 78, C, carries -0.036; number 79, C, carries -0.071; number 80, C, carries -0.214; number 81, H, carries 0.046; number 82, H, carries 0.005; number 83, H, carries 0.032; number 84, H, carries 0.104; number 85, H, carries 0.121; number 86, H, carries 0.121; number 87, H, carries 0.115; number 88, H, carries 0.055; number 89, H, carries 0.099; number 90, H, carries 0.123; number 91, H, carries 0.135; number 92, H, carries 0.131; number 93, H, carries 0.122; number 94, H, carries 0.117; number 95, H, carries 0.059



Record 5
A molecular structure, C4H6NO2 in a non-equilibrium geometry, computed with wB97M-V/def2-TZVPD.

Structure (XYZ):
```
13
Properties=species:S:1:pos:R:3:forces:R:3
C -0.0515 -0.1642 0.1678 -3.11 -1.62 0.00
C -2.2273 -1.2685 0.2667 3.12 1.67 -0.05
C 1.4384 1.1706 -0.1131 0.35 -0.11 -0.13
C 1.4384 -0.4205 -0.3065 -0.11 0.04 -0.83
N -0.0003 1.1174 0.1883 0.36 0.19 0.13
O -0.7741 2.0988 0.3544 -0.67 0.44 0.06
O 2.2500 -1.1616 0.3215 0.72 -0.54 0.63
H -2.2832 -1.5932 -0.7511 -0.09 -0.15 -0.34
H -2.0219 -2.0038 1.0149 0.00 -0.30 0.26
H 2.0334 1.5020 0.7359 -0.07 -0.10 0.05
H 1.6548 1.7518 -1.0121 -0.18 0.04 -0.01
H 1.3345 -0.6231 -1.4157 0.03 0.18 0.13
H -2.7914 -0.4057 0.5490 -0.34 0.26 0.10
```
Positions in Å, forces in eV/Å.

- E_tot: -9824.55181 eV
- Highest occupied orbital energy: -3.260 eV
- Energy relative to the best compared isomer or geometry (same formula, charge and spin): 164.5 kcal/mol
- Charge: -1
- Multiplicity: 1
- LUMO level: 3.75 eV
- Max |F|: 3.54 eV/Å
- HOMO-LUMO gap: 7.008 eV

The net atomic charges from Löwdin, expressed in e, are: number 1, C, carries 0.105; number 2, C, carries 0.054; number 3, C, carries -0.065; number 4, C, carries -0.596; number 5, N, carries -0.348; number 6, O, carries -0.149; number 7, O, carries -0.212; number 8, H, carries -0.037; number 9, H, carries -0.038; number 10, H, carries 0.111; number 11, H, carries 0.105; number 12, H, carries 0.107; number 13, H, carries -0.037



Record 6
A single C4H6O2 molecule, computed with wB97M-V/def2-TZVPD.

Structure (XYZ):
```
12
Properties=species:S:1:pos:R:3:forces:R:3
O 0.3432 2.1755 0.9300 -0.01 -0.33 -0.22
C 0.7328 1.1759 0.2057 0.03 0.14 0.13
C -0.5060 -1.1193 0.5122 -0.11 -0.10 0.15
C 0.2066 -1.1399 -0.8239 0.06 -0.08 -0.15
C -0.2115 0.1667 -0.2218 0.26 0.01 0.08
O -1.0874 1.0524 -0.7397 -0.14 0.03 -0.11
H -0.6479 2.0993 0.8527 0.10 0.05 0.10
H 1.7805 1.2351 -0.0993 -0.11 0.04 0.00
H 0.0569 -1.4048 1.3986 -0.12 0.12 -0.14
H -1.5610 -1.3779 0.5194 0.14 -0.02 0.00
H -0.3662 -1.4471 -1.6932 0.09 0.06 0.12
H 1.2598 -1.4160 -0.8408 -0.17 0.06 0.04
```
Positions in Å, forces in eV/Å.

- E_tot: -8336.36155 eV
- Highest occupied orbital energy: -8.383 eV
- Energy relative to the best compared isomer or geometry (same formula, charge and spin): 94.5 kcal/mol
- Multiplicity: 1
- LUMO level: -0.44 eV
- Max |F|: 0.40 eV/Å
- HOMO-LUMO gap: 7.939 eV

The net atomic charges from Löwdin, expressed in e, are: number 1, O, carries 0.126; number 2, C, carries 0.029; number 3, C, carries -0.052; number 4, C, carries -0.065; number 5, C, carries -0.666; number 6, O, carries -0.107; number 7, H, carries 0.154; number 8, H, carries 0.159; number 9, H, carries 0.101; number 10, H, carries 0.110; number 11, H, carries 0.110; number 12, H, carries 0.103